Record 1
DFT (ωB97M-V with the def2-TZVPD basis set) results for a structure of composition C21H26BN7O2Pt.

Element x y z (Å)
Pt 0.163 -0.285 0.353
C -2.718 -0.167 2.596
C -2.491 1.028 1.732
C -3.335 2.113 1.458
C -2.627 2.925 0.587
C -3.053 4.196 -0.072
N -1.436 2.342 0.369
N -1.344 1.195 1.087
B -0.218 2.777 -0.479
N 1.078 2.615 0.359
N 1.456 1.421 0.885
C 2.573 1.613 1.570
C 3.251 0.479 2.263
C 2.936 2.966 1.496
C 1.964 3.567 0.722
C 1.838 5.000 0.315
N -0.131 1.860 -1.734
N 0.436 0.631 -1.628
C 0.463 0.086 -2.840
C 1.028 -1.276 -3.069
C -0.068 0.996 -3.762
C -0.433 2.107 -3.021
C -1.099 3.361 -3.482
H -3.720 -0.148 3.020
H -1.997 -0.194 3.416
H -2.607 -1.081 2.009
H -4.331 2.281 1.836
H -3.935 4.588 0.431
H -3.309 4.027 -1.119
H -2.269 4.952 -0.040
H -0.337 3.921 -0.816
H 2.536 -0.325 2.442
H 3.664 0.796 3.220
H 4.072 0.084 1.659
H 3.790 3.443 1.950
H 2.683 5.563 0.706
H 0.920 5.443 0.703
H 1.823 5.104 -0.770
H 1.384 -1.696 -2.131
H 1.862 -1.230 -3.771
H 0.274 -1.946 -3.484
H -0.178 0.864 -4.827
H -0.980 3.463 -4.560
H -0.686 4.244 -2.998
H -2.169 3.329 -3.263
O -1.940 -3.608 -1.086
C -1.219 -2.795 -0.533
O -1.483 -1.574 -0.242
C 0.156 -3.283 -0.075
C 0.415 -4.641 0.034
C 1.653 -5.052 0.495
C 2.608 -4.092 0.805
C 2.281 -2.761 0.652
N 1.074 -2.364 0.234
H -0.369 -5.327 -0.250
H 1.874 -6.105 0.612
H 3.594 -4.368 1.154
H 2.999 -1.977 0.859

The multiplicity is 3. The HOMO energy (spin up / spin down) is -7.0 / -8.6 eV. Its expectation value of S² is 2.00. The value obtained for the LUMO energy (spin up / spin down) is 0.33 / -0.60 eV. The value obtained for the maximum force is 0.58 eV/A. Its electronic energy is -40650.240 eV.

Taken from the natural (NBO) analysis, the atomic charges in e are: Pt 1.2044; C -0.6512; C 0.1899; C -0.3535; C 0.2127; C -0.6442; N -0.3278; N -0.3570; B 0.5331; N -0.3263; N -0.3337; C 0.1694; C -0.6388; C -0.3572; C 0.2183; C -0.6440; N -0.3279; N -0.3424; C 0.1888; C -0.6460; C -0.3537; C 0.2212; C -0.6467; H 0.2217; H 0.2206; H 0.2508; H 0.2240; H 0.2268; H 0.2230; H 0.2272; H -0.0356; H 0.2233; H 0.2278; H 0.2185; H 0.2244; H 0.2254; H 0.2276; H 0.2283; H 0.2261; H 0.2237; H 0.2364; H 0.2256; H 0.2272; H 0.2301; H 0.2257; O -0.6394; C 0.7357; O -0.7631; C 0.1159; C -0.2100; C -0.1525; C -0.2533; C 0.0434; N -0.5065; H 0.2565; H 0.2230; H 0.2269; H 0.2076

=====

Record 2
DFT (ωB97M-V with the def2-TZVPD basis set) results for the molecule C4H3N3.

Element x y z (Å)
C -0.035 0.612 -1.565
C 0.962 1.448 -1.501
C 0.010 0.031 -0.200
C 0.312 -1.231 0.260
N 0.096 -1.280 1.595
N -0.303 -0.109 2.000
N -0.369 0.680 0.936
H -0.769 0.273 -2.292
H 0.675 -2.084 -0.293
H -0.578 1.660 1.059

The HOMO energy is -10.1 eV. The value obtained for the LUMO energy is -0.84 eV. The value obtained for the energy above the lowest of the compared OMol25 structures with the same formula, charge and spin is 4.546 eV. The value obtained for the maximum force is 0.70 eV/A. Its electronic energy is -8661.865 eV.

Taken from the natural (NBO) analysis, the atomic charges in e are: C -0.5836; C 0.2497; C 0.0628; C -0.0819; N -0.2327; N -0.0387; N -0.3123; H 0.2841; H 0.2251; H 0.4274

=====

Record 3
DFT (ωB97M-V with the def2-TZVPD basis set) results for a structure of composition C25H14Cl9N3O3S2V.

Element x y z (Å)
V -0.081 -1.267 -0.186
Cl 3.882 -3.428 0.673
C 3.327 -2.302 1.850
C 4.127 -2.033 2.979
C 3.717 -1.130 3.911
Cl 4.732 -0.808 5.282
C 2.479 -0.449 3.780
C 1.986 0.507 4.694
C 0.780 1.097 4.451
C 0.053 0.725 3.303
N 0.475 -0.159 2.434
C 1.679 -0.736 2.654
C 2.123 -1.670 1.677
O 1.369 -1.897 0.611
H 5.071 -2.547 3.089
H 2.567 0.758 5.570
H 0.368 1.834 5.127
H -0.914 1.178 3.111
Cl -5.390 3.353 2.633
C -4.236 2.327 1.879
C -3.972 1.062 2.395
Cl -4.805 0.523 3.797
C -3.035 0.225 1.790
Cl -2.747 -1.340 2.421
C -2.325 0.659 0.662
O -1.406 -0.067 0.057
C -2.625 1.924 0.137
Cl -1.809 2.418 -1.298
C -3.563 2.753 0.735
Cl -3.893 4.301 0.067
Cl -2.704 -1.524 -2.377
C -1.776 -1.906 -3.783
C -2.489 -2.121 -4.953
C -1.824 -2.411 -6.128
C -0.442 -2.479 -6.126
C 0.254 -2.261 -4.952
Cl 1.987 -2.361 -5.033
C -0.379 -1.969 -3.730
S 0.693 -1.712 -2.351
H -3.567 -2.058 -4.921
H -2.378 -2.583 -7.040
H 0.110 -2.703 -7.027
C 1.644 3.454 -2.213
N 1.684 2.512 -1.102
C 2.015 2.988 0.233
C 1.247 1.273 -1.265
O 1.196 0.451 -0.340
H 2.326 4.274 -2.002
H 0.642 3.863 -2.352
H 1.968 2.967 -3.130
H 2.776 3.762 0.156
H 2.394 2.159 0.825
H 1.134 3.399 0.730
H 0.970 0.994 -2.287
S -2.582 -5.140 0.549
C -1.733 -3.828 0.270
N -1.100 -2.851 0.069

The multiplicity is 2. The HOMO energy (spin up / spin down) is -8.2 / -8.2 eV. Its expectation value of S² is 0.77. The value obtained for the LUMO energy (spin up / spin down) is -1.69 / -1.07 eV. The value obtained for the energy above the lowest of the compared OMol25 structures with the same formula, charge and spin is 0.000 eV. The value obtained for the maximum force is 0.56 eV/A. Its electronic energy is -196828.494 eV.

Taken from the Mulliken analysis, the atomic charges in e are: V 0.5248; Cl -0.2000; C 0.3401; C -0.5004; C 0.6746; Cl -0.2537; C -0.1462; C -0.8231; C -1.1403; C 0.0088; N 0.4644; C 0.1874; C -0.0176; O -0.3432; H 0.4788; H 0.4279; H 0.4599; H 0.3807; Cl -0.1833; C 0.1293; C 0.3059; Cl -0.1742; C 0.2824; Cl -0.1218; C -0.9702; O 0.3434; C 0.4733; Cl -0.1634; C 0.1840; Cl -0.1940; Cl -0.1560; C 0.8897; C -0.7168; C -0.3389; C -0.7828; C 0.0955; Cl -0.2223; C -0.0317; S -0.0867; H 0.4178; H 0.3706; H 0.4095; C -0.8644; N 0.2763; C -0.8733; C -0.3176; O -0.3359; H 0.2902; H 0.2939; H 0.3602; H 0.3778; H 0.2383; H 0.2687; H 0.4679; S -0.3987; C 0.5356; N -0.6011

=====

Record 4
DFT (ωB97M-V with the def2-TZVPD basis set) results for the molecule C6H7N.

Element x y z (Å)
C -0.097 0.013 -0.827
C 0.789 0.992 -0.930
C 1.675 1.809 -1.315
C -0.727 0.237 1.524
C -0.644 -0.505 0.417
C -1.090 -1.941 0.408
N 2.551 2.571 -1.713
H -0.432 -0.484 -1.734
H -0.395 1.262 1.534
H -1.136 -0.155 2.439
H -1.974 -2.080 1.027
H -0.292 -2.559 0.823
H -1.307 -2.295 -0.597
H 3.079 3.135 -1.058

The HOMO energy is -8.7 eV. Its SMILES is C=C(C)C=C=C=N. The value obtained for the LUMO energy is -0.38 eV. The value obtained for the energy above the lowest of the compared OMol25 structures with the same formula, charge and spin is 3.200 eV. The value obtained for the maximum force is 0.98 eV/A. Its electronic energy is -7822.447 eV.

Taken from the natural (NBO) analysis, the atomic charges in e are: C -0.1400; C -0.2096; C 0.3656; C -0.3404; C -0.0515; C -0.6369; N -0.6287; H 0.2074; H 0.2037; H 0.1951; H 0.2219; H 0.2253; H 0.2125; H 0.3757

=====

Record 5
DFT (ωB97M-V with the def2-TZVPD basis set) results for a cluster of 2 separate species, C7H11NO in total in a non-equilibrium geometry.

Element x y z (Å)
N 0.042 -2.007 2.365
C 0.849 -1.431 1.283
H 0.441 -2.903 2.665
H 0.065 -1.395 3.188
H 0.809 -2.116 0.419
H 1.906 -1.259 1.547
H 0.398 -0.468 0.990
O -3.575 -2.473 0.402
C -5.895 0.880 -0.445
C -6.198 -0.368 -0.992
C -4.794 1.009 0.401
C -5.412 -1.480 -0.698
C -4.002 -0.100 0.700
C -4.312 -1.344 0.149
H -2.835 -2.231 1.011
H -6.517 1.754 -0.679
H -7.062 -0.481 -1.659
H -4.543 1.984 0.838
H -5.638 -2.468 -1.121
H -3.135 0.003 1.366

The HOMO energy is -8.5 eV. Its SMILES is Oc1ccccc1.CN. The value obtained for the LUMO energy is 0.85 eV. The value obtained for the energy above the lowest of the compared OMol25 structures with the same formula, charge and spin is 0.581 eV. The value obtained for the maximum force is 1.19 eV/A. Its electronic energy is -10974.696 eV.

Taken from the natural (NBO) analysis, the atomic charges in e are: N -0.8466; C -0.4140; H 0.3548; H 0.3528; H 0.1954; H 0.1691; H 0.1921; O -0.6733; C -0.2559; C -0.1872; C -0.1880; C -0.2770; C -0.3048; C 0.3127; H 0.4899; H 0.2148; H 0.2147; H 0.2142; H 0.2254; H 0.2108

=====

Q: Number 2 is which compound?
A: C4H3N3

=====

Q: Among the records above, which one has the highest maximum force?
A: C7H11NO